(1)
{
  "formula": "C36H82F3NO13S",
  "method": "ωB97M-V/def2-TZVPD",
  "species": ["H", "H", "C", "C", "H", "H", "C", "C", "C", "H", "O", "H", "H", "H", "O", "H", "C", "H", "C", "H", "H", "O", "H", "C", "H", "H", "C", "C", "C", "C", "H", "C", "H", "H", "C", "H", "H", "C", "H", "C", "H", "H", "H", "O", "C", "C", "C", "H", "C", "H", "H", "F", "H", "C", "S", "H", "C", "H", "C", "O", "H", "H", "O", "H", "C", "F", "H", "H", "H", "H", "H", "H", "H", "H", "C", "O", "H", "H", "H", "H", "H", "H", "H", "H", "H", "H", "H", "H", "H", "C", "H", "H", "H", "H", "N", "C", "H", "O", "H", "C", "H", "H", "H", "C", "O", "H", "H", "C", "O", "H", "H", "C", "H", "H", "H", "C", "C", "H", "O", "F", "H", "H", "H", "H", "H", "H", "H", "H", "C", "O", "O", "H", "C", "C", "H", "H"],
  "coordinates": [[3.9001, 0.6557, -1.5039], [-3.0142, 3.7181, 0.8676], [6.3090, 3.5682, -5.8277], [-5.9737, -6.0277, 1.7493], [-7.9816, -6.7816, 1.4207], [-7.0260, -7.7312, 2.5787], [-7.2427, -6.7187, 2.2234], [2.6940, 0.1339, -5.3519], [-1.6223, 0.9976, -3.8700], [-1.7349, 2.3528, -0.7470], [-2.4015, -2.6966, -4.5398], [9.0143, -2.4854, -5.4920], [-4.1787, -3.5358, 3.4169], [-6.4022, 1.1281, 9.2201], [-5.0457, -5.9459, 2.8296], [8.2642, 3.0024, -6.5574], [4.9326, 4.6610, 4.6730], [-5.5344, -0.1208, 10.1384], [-1.1359, 1.9457, 2.8397], [3.2000, -0.6181, 0.5443], [8.0090, -1.1224, -4.9556], [-0.7837, -0.6504, -1.6176], [-3.2716, 0.8883, 9.3565], [3.8354, 3.6516, 4.3729], [-4.6588, -1.3737, 4.5490], [-4.4195, -6.2759, 0.2670], [-2.4736, 1.0450, -2.5158], [-4.8520, 0.1095, 8.0942], [-2.6847, -4.2070, 4.8084], [-1.3789, 0.1985, 0.8820], [-6.7174, -0.5952, 8.9295], [-2.6453, -0.1148, -0.0813], [2.2872, 4.6650, 5.5062], [-4.8243, 3.7070, 1.3625], [6.8791, -2.8339, -5.6566], [5.5001, 2.0601, -6.7691], [7.5380, 1.8163, -5.4836], [3.1209, 0.4720, 0.5107], [8.2093, 3.3174, -4.8105], [-2.1393, 2.4492, -1.8034], [3.8576, -0.6827, -4.0102], [-2.9934, -1.1677, 0.2284], [-5.2873, 0.3272, 7.1151], [-1.5334, -0.3101, -4.5004], [-4.1305, -2.1718, 5.0784], [8.0897, -2.2140, -4.9765], [1.4371, -0.5648, -4.8545], [-0.5456, 1.2849, -3.5831], [-3.0672, -1.4442, -2.2473], [-1.3156, 2.9719, -2.4114], [-5.9658, 3.5294, -2.1711], [-1.0621, 2.0956, 4.2432], [5.4194, 4.4358, 5.6273], [-3.4386, -3.0989, 4.0918], [-2.8134, -1.3020, -4.1039], [-2.7686, -2.4650, -1.8513], [2.7520, 3.6780, 5.4396], [-1.9058, -3.7926, 5.4571], [-2.1731, -0.2401, -1.6128], [3.6386, 0.2178, -4.2860], [4.5332, 5.6773, 4.7167], [-4.1492, 2.1328, 8.4415], [-4.2913, -1.2002, 8.0261], [4.2432, 2.1834, 1.2236], [-5.8332, 3.2964, -1.0688], [-0.3758, 2.8722, 2.0949], [-4.8483, -2.7169, 5.6956], [3.6068, -1.6229, -6.2311], [-0.7865, -1.6219, -1.5075], [-6.2053, -5.0042, 1.4424], [4.7929, 2.1422, 5.1611], [-6.1994, 4.1540, -0.3963], [4.3788, 0.7613, 2.2440], [4.2232, -0.1035, -6.8626], [5.4468, 3.4103, -4.5857], [1.9308, 0.8334, 1.2073], [8.1581, -2.5463, -3.9374], [7.6427, -2.6470, -7.6788], [5.2494, 2.3533, -4.3798], [-4.8338, -6.8457, 3.1091], [2.1350, 0.4854, -1.4113], [5.7094, 4.6233, 3.9048], [-2.1832, -4.8581, 4.0875], [2.4525, 1.1570, -5.6534], [-3.9034, -1.4034, 8.8870], [-2.9725, 1.0749, 7.6353], [2.6179, -0.6765, -7.3628], [1.9764, 2.9406, 5.2171], [5.9299, 3.8522, -3.7103], [6.7579, -2.3708, -7.1000], [4.4756, 3.8912, -4.7290], [-3.4298, 0.6824, 0.1098], [5.8781, -2.8147, -7.5730], [-3.6028, 1.0728, -2.7404], [-4.4120, 3.0178, -0.6633], [7.6596, 2.8912, -5.6535], [-3.3596, -4.8136, 5.4172], [5.6975, -2.4748, -4.9420], [6.9582, -3.9237, -5.6258], [-5.3357, -6.7770, 0.5899], [3.3944, 3.8678, 3.3959], [3.1638, 3.4191, 6.4203], [1.8505, 1.7961, 1.1835], [-3.4504, 3.3801, -1.7124], [-2.5270, -2.3448, 3.2921], [-5.0536, -7.7914, 0.8890], [1.0087, -0.0279, -4.0055], [-1.9063, 0.9415, 2.2028], [4.4001, 2.3439, 4.3022], [6.4554, 4.6303, -6.0414], [2.8837, 2.0173, -0.9862], [3.0112, 0.9310, -0.9317], [-6.0177, -6.8416, -0.2616], [1.6658, -1.5769, -4.5055], [-0.6428, 0.9382, 0.4041], [-4.0835, 3.9152, 0.5101], [-3.7529, 1.1152, 8.3997], [6.6316, -1.2845, -7.1520], [5.6344, 2.9997, -6.9486], [-3.2020, 0.6045, 2.7156], [5.2540, 0.8191, 0.7002], [-1.9653, 1.8314, -4.5815], [-3.4031, -1.6874, 5.7359], [0.6843, -0.6301, -5.6427], [-0.7785, -0.7331, 1.1261], [-1.8692, -1.9546, 3.8822], [-7.6841, -6.1762, 3.0634], [5.6179, -1.5113, -4.9631], [3.3145, -0.6098, -6.5236], [-3.5963, 4.3611, -2.4784], [-4.0914, -0.9974, -4.8365], [-4.1647, -1.2005, -2.0154], [-5.9405, 0.1396, 9.1557], [4.3232, 1.0917, 1.2045], [-4.2110, 4.9928, 0.1664], [-6.4297, 2.3523, -0.7914]],
  "forces_ev_per_angstrom": [[-0.085, 0.084, -0.030], [-1.508, 0.323, -0.436], [-0.041, -0.621, 0.327], [0.025, -0.729, 0.050], [0.029, -0.037, 0.061], [0.052, 0.005, -0.142], [-0.242, 0.170, 0.100], [-0.170, -0.733, -0.025], [0.743, 1.782, 1.021], [-0.566, -0.214, -1.267], [0.229, 3.860, 1.742], [-0.038, 0.056, 0.036], [0.214, 0.051, -0.097], [0.020, -0.061, 0.041], [0.075, 0.315, 0.088], [-0.047, 0.063, 0.077], [0.139, 0.156, -0.240], [0.081, 0.118, -0.046], [-1.291, -1.496, -0.190], [-0.201, 0.064, 0.118], [-0.013, -0.033, -0.144], [-1.039, 0.080, -0.504], [-0.147, 0.015, 0.034], [0.232, 0.005, 0.712], [-0.002, -0.105, -0.034], [-0.110, 0.019, 0.008], [0.277, 0.406, 0.309], [0.221, 0.035, 0.681], [0.039, -0.276, -0.132], [-1.231, 1.539, 0.179], [0.047, 0.094, -0.048], [1.238, -0.453, 0.412], [0.019, -0.060, 0.041], [1.233, 0.171, -1.274], [0.166, 0.669, -0.137], [0.007, 0.149, 0.048], [-0.091, 0.057, 0.114], [0.233, 0.717, -0.188], [-0.013, -0.070, -0.034], [-0.116, 0.628, -0.033], [-0.223, 0.074, 0.012], [0.096, 1.725, -0.311], [0.103, -0.217, -0.003], [-2.456, -0.244, 1.566], [-0.154, 0.094, -0.169], [0.151, -0.155, 0.213], [-0.046, 0.195, -0.029], [-1.549, -0.697, -0.438], [0.402, 2.412, 0.503], [-1.460, -0.471, 0.896], [0.309, -0.196, 1.478], [-0.433, 0.594, -3.546], [-0.148, 0.014, 0.030], [0.138, 0.191, 0.540], [-2.107, -5.886, -4.334], [-0.296, 1.205, -0.954], [-0.312, -0.051, -0.090], [-0.127, 0.081, 0.057], [-1.434, -1.056, 0.713], [0.422, 0.270, 0.095], [0.052, -0.046, 0.031], [0.054, -0.046, 0.028], [-0.031, -0.113, -0.156], [-0.006, -0.033, -0.111], [-0.725, -0.332, 0.814], [-0.913, -2.367, 2.160], [0.095, 0.079, 0.038], [-0.143, 0.024, 0.016], [0.194, 0.720, -0.088], [0.149, 0.000, 0.178], [-0.077, 0.070, -0.109], [0.165, -1.140, -1.423], [0.003, 0.046, -0.108], [-0.090, 0.040, -0.047], [-0.158, 0.143, 0.117], [-0.369, -0.224, 0.209], [0.002, -0.043, -0.105], [-0.054, 0.054, 0.014], [0.096, 0.019, -0.002], [-0.045, 0.124, -0.064], [0.095, -0.045, 0.013], [-0.110, 0.022, 0.009], [-0.125, 0.023, 0.012], [0.169, 0.019, 0.190], [-0.081, 0.075, -0.103], [-0.113, 0.028, 0.000], [0.073, 0.003, 0.030], [0.041, 0.094, -0.051], [-0.038, -0.034, -0.024], [-0.115, -0.188, -0.204], [0.105, 0.031, -0.001], [0.719, -1.158, -0.536], [0.095, -0.028, 0.041], [1.644, -0.379, 0.265], [0.540, 1.114, -0.801], [0.261, 0.133, -0.134], [0.053, 0.040, -0.022], [-0.223, -0.196, 0.205], [-0.193, 0.079, 0.116], [0.135, 0.161, -0.225], [0.089, -0.209, -0.003], [0.086, 0.119, -0.049], [0.092, -0.135, 0.022], [0.753, 1.783, -1.677], [0.117, 0.011, -0.443], [-0.145, 0.012, 0.028], [0.084, -0.041, -0.083], [0.966, 1.412, 0.219], [-0.018, -0.116, -0.256], [-0.095, -0.112, -0.195], [0.144, -0.001, 0.068], [-0.102, -0.234, -0.239], [0.059, -0.038, 0.038], [0.029, 0.001, -0.140], [-1.016, -1.200, 0.683], [0.100, -0.122, 0.464], [0.144, 0.146, -0.230], [0.130, -0.017, 0.072], [-0.043, 0.201, -0.262], [3.256, 0.199, -0.456], [-0.044, 0.057, -0.001], [0.158, -1.550, 0.793], [-0.042, -0.174, 0.043], [0.051, -0.055, 0.091], [-0.905, 1.244, -0.014], [-0.143, -0.061, -0.026], [0.026, 0.018, -0.110], [0.138, -0.105, -0.093], [0.058, 0.077, -0.173], [0.216, -3.267, 2.237], [3.059, 1.238, 2.544], [1.571, -0.520, -0.701], [-0.297, -0.044, -0.078], [0.126, -0.268, 0.233], [0.306, -1.128, 0.611], [0.714, 1.490, -0.518]],
  "homo_energy_ha": -0.3448,
  "total_charge": 0,
  "e_tot_ev": -85750.5218,
  "smiles": "CN(C)C(=O)C[C@H]1COS(=O)(=O)C[C@]1(O)CCC(F)=C(F)F.CC(C)O.CC(C)O.CC(C)O.CC(C)O.CC(C)O.CC(C)O.CC(C)O.CC(C)O",
  "lumo_ev": 0.296
}

(2)
{
  "formula": "C24H13BrCl2MnN4O2",
  "method": "ωB97M-V/def2-TZVPD",
  "species": ["C", "H", "O", "C", "C", "H", "C", "N", "C", "C", "C", "H", "H", "H", "H", "C", "C", "C", "C", "Cl", "C", "C", "C", "C", "C", "C", "H", "H", "C", "O", "C", "C", "N", "C", "C", "Mn", "Cl", "N", "C", "H", "H", "H", "N", "H", "H", "C", "Br"],
  "coordinates": [[0.1690, -3.5599, -1.9946], [4.9068, 0.1741, -1.5900], [-0.6247, 1.7809, -0.2863], [1.1739, -4.1183, -2.8000], [-1.0386, 2.3772, 0.8569], [5.5919, 0.3773, -6.7531], [2.6162, -2.1968, -2.4090], [-0.1839, 0.4182, 1.8376], [0.3536, -2.3250, -1.4614], [2.3435, -0.2626, -6.0233], [-2.0644, 4.0622, 2.2243], [4.7122, -1.9168, -2.8731], [0.1029, -0.5368, 5.0256], [-0.7566, -4.0899, -1.8074], [1.3678, 0.1992, -6.1054], [3.8462, -1.5149, -2.3690], [-1.6880, 3.5576, 0.9543], [-1.0936, 2.1376, 3.3062], [4.8528, -1.4572, -5.9117], [-2.0882, 4.4335, -0.4666], [1.5778, -1.6537, -1.6441], [-0.1587, 0.1073, 4.1978], [2.3395, -3.4329, -3.1136], [-1.7674, 3.3888, 3.3646], [3.4779, 0.4334, -6.4253], [0.1013, -0.3210, 2.8925], [1.0320, -5.0853, -3.2652], [2.9051, 1.1183, -0.4689], [-0.7532, 1.3239, 4.4078], [-0.5495, -1.6500, -0.7058], [4.7251, -0.1650, -6.3986], [-0.7672, 1.6543, 2.0355], [3.1156, -3.9819, -4.1156], [3.7458, -2.1298, -5.4080], [3.9619, -0.3474, -1.6511], [-0.2511, 0.0357, -0.2496], [-2.2448, 4.0317, 4.8963], [3.9900, -3.3927, -4.8198], [2.4779, -1.5428, -5.5172], [5.8172, -1.9519, -5.8885], [-2.6100, 4.9947, 2.2755], [1.6029, -2.1024, -5.2122], [1.6820, -0.4432, -0.9955], [-0.9699, 1.6675, 5.4116], [0.5557, -1.2856, 2.7053], [2.8478, 0.1768, -1.0014], [3.3104, 2.2099, -7.0156]],
  "forces_ev_per_angstrom": [[-0.185, -0.426, 0.052], [-0.040, 0.001, -0.008], [-0.388, 0.886, -0.127], [0.267, 0.092, -0.282], [0.695, -0.978, -0.266], [-0.028, -0.044, 0.004], [0.148, -0.284, -0.275], [-0.487, 0.164, -0.160], [-0.126, 0.623, 0.382], [-0.046, -0.171, 0.015], [-0.101, 0.177, -0.216], [0.030, -0.054, -0.069], [0.010, 0.027, -0.027], [0.061, -0.024, -0.032], [0.041, -0.040, -0.005], [-0.044, 0.070, 0.042], [-0.383, 0.721, -0.051], [0.002, -0.100, 0.209], [0.192, 0.059, 0.058], [0.011, 0.041, 0.047], [0.172, 0.281, 0.114], [0.078, -0.028, 0.098], [-1.144, 0.876, -0.500], [0.021, -0.089, 0.242], [-0.047, -0.056, 0.041], [0.036, -0.069, -0.072], [-0.072, 0.051, -0.024], [-0.025, 0.018, -0.044], [-0.065, 0.108, -0.021], [-0.357, -0.960, -0.133], [0.180, -0.074, -0.038], [0.174, -0.455, 0.032], [2.343, -0.213, 0.978], [-0.016, 0.583, 0.890], [0.220, -0.121, -0.121], [1.063, 0.088, 0.524], [0.062, -0.048, -0.074], [-1.657, -0.815, -1.021], [0.010, -0.064, 0.046], [-0.038, 0.056, 0.024], [0.057, 0.007, -0.042], [-0.032, 0.069, 0.001], [-0.296, -0.177, -0.109], [-0.017, -0.016, -0.046], [-0.054, -0.035, -0.012], [-0.203, 0.254, 0.048], [-0.021, 0.091, -0.073]],
  "multiplicity": 5,
  "homo_energy_ha": [-0.3775, -0.3785],
  "total_charge": 1,
  "s2": 6.164,
  "relative_energy_kcal_mol": 0.1,
  "e_tot_ev": -161555.5406,
  "lumo_ev": [-5.312, -4.138]
}